Density functional theory data (ωB97M-V with the def2-TZVPD basis set) for C44H114F9N11O23 as an isolated structure.

Cartesian coordinates (Å):
C: -19.494 11.986 -5.544
C: -18.309 12.108 -6.358
C: -17.549 10.810 -6.402
O: -16.237 11.026 -6.832
C: -15.220 11.236 -5.845
N: -18.545 12.494 -7.821
H: -18.764 13.481 -7.930
H: -17.638 12.393 -8.249
H: -19.388 12.041 -8.265
H: -20.103 12.860 -5.508
H: -19.210 11.744 -4.508
H: -20.154 11.203 -5.931
H: -17.606 12.883 -6.009
H: -18.016 10.133 -7.146
H: -17.640 10.301 -5.438
H: -14.474 11.854 -6.305
H: -14.764 10.263 -5.592
H: -15.596 11.718 -4.947
C: -27.917 6.524 -7.189
C: -29.413 6.130 -7.061
C: -30.377 7.248 -7.288
O: -31.639 6.695 -7.168
C: -32.709 7.711 -6.933
N: -29.647 4.993 -8.081
H: -29.411 4.094 -7.704
H: -30.648 5.039 -8.293
H: -29.203 5.027 -9.009
H: -27.696 7.073 -8.065
H: -27.258 5.625 -7.236
H: -27.689 7.169 -6.347
H: -29.802 5.661 -6.140
H: -30.289 7.809 -8.204
H: -30.210 8.059 -6.578
H: -32.503 8.201 -5.984
H: -33.523 7.040 -6.990
H: -32.659 8.458 -7.726
C: -26.349 12.052 -8.208
C: -25.567 11.248 -9.259
C: -24.664 10.326 -8.515
O: -25.588 9.549 -7.720
C: -25.155 8.633 -6.754
N: -26.484 10.452 -10.077
H: -26.070 9.689 -10.621
H: -27.224 10.052 -9.442
H: -27.051 10.996 -10.702
H: -27.315 12.414 -8.555
H: -25.801 12.926 -7.855
H: -26.611 11.293 -7.436
H: -25.072 11.962 -9.943
H: -24.053 10.902 -7.797
H: -23.993 9.766 -9.139
H: -26.013 8.148 -6.311
H: -24.567 9.161 -6.024
H: -24.488 7.849 -7.133
C: -21.706 10.182 -11.498
C: -22.135 8.730 -11.619
C: -21.603 8.224 -12.900
O: -20.205 8.039 -12.707
C: -19.668 7.128 -13.623
N: -21.810 7.754 -10.414
H: -21.990 6.838 -10.779
H: -20.831 7.839 -10.299
H: -22.202 7.792 -9.227
H: -22.343 10.677 -12.221
H: -20.690 10.129 -11.898
H: -21.788 10.605 -10.502
H: -23.221 8.688 -11.603
H: -21.754 8.981 -13.685
H: -22.178 7.335 -13.182
H: -20.131 6.142 -13.474
H: -18.604 7.074 -13.487
H: -19.901 7.496 -14.621
C: -29.261 8.488 -11.890
C: -28.892 7.772 -13.071
C: -29.856 7.699 -14.169
O: -29.863 8.841 -14.990
C: -30.857 8.918 -15.993
N: -27.668 8.346 -13.595
H: -27.706 9.879 -13.220
H: -26.918 8.120 -12.948
H: -27.413 8.131 -14.549
H: -28.396 8.423 -11.181
H: -30.010 7.985 -11.327
H: -29.528 9.497 -12.184
H: -28.736 6.756 -12.723
H: -30.845 7.586 -13.787
H: -29.554 6.818 -14.792
H: -31.905 8.901 -15.559
H: -30.790 8.186 -16.807
H: -30.742 9.918 -16.367
C: -25.273 15.460 -5.318
C: -24.812 15.610 -6.748
C: -23.980 16.764 -7.311
O: -23.442 16.323 -8.541
C: -24.196 16.646 -9.709
N: -23.861 14.511 -6.936
H: -23.198 14.489 -6.165
H: -24.370 13.602 -6.996
H: -23.298 14.565 -7.783
H: -25.445 14.407 -5.085
H: -26.182 15.963 -5.036
H: -24.550 15.779 -4.605
H: -25.647 15.372 -7.425
H: -23.100 16.920 -6.662
H: -24.504 17.726 -7.412
H: -24.794 17.558 -9.611
H: -24.822 15.829 -10.063
H: -23.459 16.940 -10.452
C: -23.903 7.580 -2.105
C: -25.117 8.160 -1.305
C: -26.453 7.859 -1.870
O: -27.340 7.890 -0.741
C: -28.656 7.309 -0.987
N: -24.957 7.658 0.108
H: -24.786 6.637 0.091
H: -24.153 8.171 0.493
H: -25.832 7.862 0.603
H: -23.869 6.468 -2.155
H: -22.965 8.031 -1.794
H: -24.077 7.941 -3.136
H: -25.048 9.229 -1.166
H: -26.457 6.949 -2.461
H: -26.784 8.671 -2.493
H: -29.320 7.473 -0.135
H: -28.561 6.232 -1.095
H: -29.067 7.814 -1.859
C: -27.542 9.795 -4.604
C: -28.951 10.355 -4.730
C: -30.045 9.706 -3.876
O: -29.759 9.821 -2.479
C: -30.599 10.637 -1.655
N: -28.864 11.821 -4.539
H: -30.631 14.661 -5.170
H: -28.136 12.047 -3.895
H: -28.473 12.163 -5.400
H: -27.467 8.706 -4.617
H: -27.085 10.289 -3.722
H: -26.991 10.284 -5.401
H: -29.370 10.134 -5.708
H: -30.144 8.641 -4.096
H: -31.044 10.119 -4.099
H: -30.591 11.674 -1.990
H: -30.259 10.533 -0.595
H: -31.629 10.289 -1.805
C: -26.609 11.613 -13.394
O: -26.890 13.005 -13.374
O: -27.699 10.953 -12.860
C: -26.349 11.188 -14.854
F: -25.955 12.152 -15.646
F: -25.293 10.351 -14.860
F: -27.372 10.440 -15.301
C: -26.955 13.590 -12.070
C: -26.786 15.177 -12.168
H: -26.837 15.643 -11.192
H: -25.796 15.396 -12.610
H: -27.532 15.516 -12.846
H: -26.187 13.220 -11.370
H: -27.920 13.405 -11.577
H: -25.644 11.356 -12.914
C: -21.799 7.021 -7.070
O: -22.225 5.988 -6.219
O: -22.621 7.555 -8.021
C: -21.326 8.167 -5.996
F: -21.476 9.431 -6.533
F: -21.899 8.329 -4.809
F: -20.038 8.097 -5.656
C: -22.600 4.762 -6.822
C: -24.075 4.569 -7.194
H: -24.671 5.015 -6.382
H: -24.316 4.969 -8.181
H: -24.211 3.472 -7.154
H: -22.404 4.011 -6.063
H: -22.046 4.633 -7.725
H: -20.913 6.787 -7.742
C: -29.786 15.998 -6.442
O: -31.003 16.012 -7.143
O: -29.905 15.447 -5.146
C: -28.801 14.987 -7.116
F: -28.157 15.368 -8.209
F: -27.808 14.706 -6.309
F: -29.568 13.925 -7.295
C: -31.905 17.075 -6.788
C: -33.026 17.147 -7.803
H: -33.971 17.479 -7.403
H: -32.643 17.712 -8.661
H: -33.141 16.124 -8.119
H: -31.285 18.000 -6.767
H: -32.341 17.009 -5.783
H: -29.502 17.036 -6.196
N: -25.545 6.959 -10.401
O: -26.423 6.158 -10.118
O: -25.756 7.959 -11.107
O: -24.432 6.799 -9.957
N: -29.506 10.678 -8.723
O: -30.427 10.731 -7.960
O: -28.708 9.759 -8.621
O: -29.364 11.467 -9.648
N: -21.649 12.836 -8.478
O: -22.809 13.084 -8.795
O: -21.122 11.730 -8.701
O: -20.915 13.712 -7.949

Cartesian forces (eV/Å) of the 6 atoms listed first:
-1.9 -0.6 1.1
1.8 0.7 -1.2
0.1 -0.9 -0.3
0.4 0.1 -0.3
-0.3 -0.9 -0.1
-0.2 0.6 0.8

Computed properties:
Electronic energy: -135387.091 eV
Max |F|: 4.00 eV Å⁻¹
Charge: +2
Spin multiplicity: 1
HOMO-LUMO gap: 7.409 eV

Density functional theory data (ωB97M-V with the def2-TZVPD basis set) for C44H116As5F30N7O7 as an isolated structure.

Cartesian coordinates (Å):
C: -2.570 -0.921 -2.913
C: -2.410 0.064 -1.702
N: -1.254 -0.326 -0.705
C: -1.409 0.460 0.587
C: -1.209 -1.936 -0.400
C: -2.602 -2.469 0.278
C: 0.083 0.190 -1.388
C: 1.440 -0.217 -0.677
O: 1.436 0.375 0.539
C: 2.682 0.051 1.241
H: -2.820 -1.975 -2.792
H: -1.685 -0.808 -3.539
H: -3.359 -0.699 -3.632
H: -3.283 0.024 -1.051
H: -2.358 1.120 -1.965
H: -2.423 0.421 0.984
H: -1.097 1.502 0.513
H: -0.764 -0.081 1.281
H: -0.397 -2.000 0.324
H: -0.751 -2.414 -1.266
H: -2.441 -3.493 0.615
H: -3.403 -2.513 -0.459
H: -2.902 -1.849 1.123
H: -0.062 1.270 -1.358
H: 0.081 -0.175 -2.415
H: 2.257 0.160 -1.291
H: 1.495 -1.304 -0.742
H: 2.719 -1.032 1.354
H: 2.786 0.522 2.218
H: 3.644 0.329 0.811
C: 11.109 -7.056 -7.165
C: 10.655 -5.770 -6.423
N: 10.045 -6.030 -4.999
C: 8.720 -6.892 -5.135
C: 11.038 -6.903 -4.128
C: 12.419 -6.313 -3.676
C: 9.794 -4.616 -4.382
C: 9.068 -4.459 -3.041
O: 9.795 -5.289 -2.092
C: 9.419 -5.088 -0.760
H: 12.051 -7.487 -6.829
H: 11.346 -6.749 -8.184
H: 10.348 -7.832 -7.247
H: 9.934 -5.111 -6.909
H: 11.488 -5.090 -6.249
H: 8.264 -6.939 -4.146
H: 9.011 -7.871 -5.517
H: 7.917 -6.417 -5.698
H: 11.354 -7.753 -4.733
H: 10.557 -7.384 -3.276
H: 12.262 -5.820 -2.717
H: 12.867 -5.727 -4.479
H: 13.115 -7.117 -3.437
H: 9.136 -4.254 -5.172
H: 10.765 -4.121 -4.358
H: 8.027 -4.783 -3.025
H: 8.938 -3.455 -2.636
H: 9.999 -5.808 -0.182
H: 8.338 -5.178 -0.652
H: 9.771 -4.113 -0.425
C: -7.952 4.147 -5.965
C: -8.584 3.323 -4.800
N: -10.013 3.808 -4.475
C: -9.990 5.345 -4.183
C: -11.067 3.527 -5.630
C: -12.581 3.720 -5.233
C: -10.456 3.101 -3.123
C: -10.697 1.576 -3.206
O: -9.431 1.055 -3.345
C: -9.379 -0.308 -3.391
H: -8.619 4.094 -6.826
H: -7.030 3.685 -6.317
H: -7.881 5.210 -5.738
H: -8.105 3.477 -3.834
H: -8.617 2.290 -5.145
H: -10.969 5.667 -3.830
H: -9.716 5.873 -5.096
H: -9.326 5.617 -3.362
H: -10.914 2.511 -5.995
H: -10.785 4.169 -6.464
H: -13.217 3.461 -6.080
H: -12.909 4.706 -4.902
H: -12.860 3.009 -4.455
H: -11.296 3.621 -2.663
H: -9.694 3.329 -2.378
H: -11.385 1.369 -4.026
H: -11.212 1.212 -2.318
H: -10.031 -0.835 -2.694
H: -8.337 -0.482 -3.123
H: -9.552 -0.699 -4.394
C: 7.870 8.614 -5.037
C: 7.650 7.206 -4.612
N: 6.478 6.884 -3.579
C: 5.192 7.519 -4.185
C: 6.296 5.350 -3.315
C: 7.390 4.629 -2.503
C: 6.829 7.595 -2.249
C: 5.629 7.706 -1.235
O: 5.296 6.357 -0.761
C: 4.373 6.492 0.330
H: 8.842 8.690 -5.524
H: 7.997 9.360 -4.252
H: 7.147 8.901 -5.800
H: 8.559 6.753 -4.216
H: 7.409 6.602 -5.487
H: 5.055 7.150 -5.201
H: 5.171 8.606 -4.107
H: 4.333 7.228 -3.580
H: 6.153 4.846 -4.270
H: 5.301 5.196 -2.896
H: 7.627 5.072 -1.536
H: 8.348 4.616 -3.024
H: 7.243 3.561 -2.349
H: 7.053 8.633 -2.495
H: 7.768 7.261 -1.808
H: 4.703 8.202 -1.526
H: 5.890 8.327 -0.378
H: 4.978 6.744 1.201
H: 3.919 5.532 0.575
H: 3.598 7.217 0.081
C: -8.535 3.711 7.856
C: -7.885 3.499 6.481
C: -8.361 2.165 5.882
O: -8.015 2.065 4.488
C: -8.455 0.811 3.933
N: -8.420 4.617 5.566
H: -8.033 4.576 4.634
H: -9.404 4.437 5.426
H: -8.344 5.552 5.941
H: -8.232 2.830 8.421
H: -9.625 3.723 7.844
H: -8.192 4.525 8.495
H: -6.808 3.657 6.429
H: -9.415 1.899 5.960
H: -7.853 1.347 6.391
H: -7.957 0.723 2.967
H: -9.532 0.844 3.768
H: -8.138 -0.068 4.494
C: -7.360 -8.478 7.416
C: -7.110 -9.183 6.041
C: -5.826 -9.981 6.046
O: -5.666 -10.672 4.850
C: -5.032 -9.966 3.750
N: -8.298 -10.136 5.791
H: -8.124 -10.594 4.908
H: -8.497 -10.854 6.474
H: -9.103 -9.528 5.750
H: -7.537 -9.188 8.224
H: -8.188 -7.784 7.265
H: -6.601 -7.851 7.885
H: -7.235 -8.491 5.209
H: -5.830 -10.714 6.853
H: -4.993 -9.306 6.243
H: -5.111 -10.541 2.828
H: -3.995 -9.836 4.058
H: -5.312 -8.927 3.572
C: 3.350 2.925 9.697
C: 2.302 2.319 8.767
C: 1.773 3.124 7.535
O: 0.798 2.356 6.824
C: -0.581 2.557 7.089
N: 2.717 0.863 8.348
H: 3.660 0.931 7.994
H: 2.718 0.191 9.103
H: 2.050 0.648 7.621
H: 3.843 2.181 10.324
H: 2.820 3.565 10.402
H: 4.132 3.495 9.195
H: 1.396 2.177 9.358
H: 2.593 3.192 6.820
H: 1.585 4.167 7.790
H: -0.902 2.309 8.100
H: -1.148 2.069 6.297
H: -0.892 3.599 7.006
As: 2.312 1.586 -8.033
F: 1.004 2.340 -9.005
F: 3.275 3.076 -8.335
F: 3.543 0.921 -7.018
F: 1.252 0.129 -7.704
F: 2.871 0.705 -9.529
F: 1.647 2.420 -6.529
As: -4.222 6.593 0.419
F: -3.635 6.017 1.972
F: -5.791 6.987 1.326
F: -4.851 7.157 -1.161
F: -2.675 6.085 -0.473
F: -4.973 4.930 0.071
F: -3.433 8.157 0.732
As: 1.823 -7.119 -4.467
F: 0.910 -8.595 -5.108
F: 2.555 -6.867 -6.062
F: 2.786 -5.834 -3.763
F: 1.068 -7.467 -2.888
F: 3.112 -8.347 -4.128
F: 0.522 -5.984 -4.893
As: -0.436 -4.193 6.287
F: -0.424 -3.222 7.812
F: -1.720 -5.148 6.947
F: -0.403 -5.254 4.829
F: 0.952 -3.191 5.690
F: 0.710 -5.367 7.137
F: -1.596 -3.005 5.490
As: 9.711 -0.206 6.450
F: 9.115 -1.714 5.616
F: 11.408 -0.593 5.924
F: 10.385 1.373 7.056
F: 8.093 0.252 6.920
F: 9.990 -1.065 7.970
F: 9.461 0.611 4.868

Cartesian forces (eV/Å) of the 6 atoms listed first:
0.6 0.9 -0.4
-0.8 -1.9 0.8
0.4 -0.1 -1.2
0.1 -1.2 0.3
-1.0 1.8 1.3
1.8 0.5 -1.6

Computed properties:
Electronic energy: -457976.776 eV
Energy relative to the best compared isomer or geometry (same formula, charge and spin): 0.0 kJ/mol
Max |F|: 3.55 eV Å⁻¹
Charge: +2
Spin multiplicity: 1
HOMO-LUMO gap: 7.671 eV